{"formula": "C26H63N4O18", "method": "ωB97M-V/def2-TZVPD", "elements": ["N", "H", "H", "H", "H", "N", "H", "H", "H", "H", "C", "C", "N", "C", "C", "N", "C", "C", "H", "H", "H", "H", "H", "H", "H", "H", "H", "H", "H", "C", "C", "C", "O", "C", "C", "C", "O", "O", "O", "H", "H", "C", "C", "O", "O", "H", "H", "H", "H", "H", "H", "C", "C", "O", "O", "H", "H", "H", "H", "H", "H", "C", "C", "O", "O", "H", "H", "H", "H", "H", "H", "C", "C", "O", "O", "H", "H", "H", "H", "H", "H", "C", "C", "O", "O", "H", "H", "H", "H", "H", "H", "C", "C", "O", "O", "H", "H", "H", "H", "H", "H", "C", "C", "O", "O", "H", "H", "H", "H", "H", "H"], "xyz": [[-3.4341, 1.7521, 3.0066], [-2.7130, 1.9571, 2.2748], [-3.8777, 2.6235, 3.2834], [-3.0517, 1.3402, 3.8552], [-4.1717, 1.0600, 2.7039], [-1.2931, 5.1143, 0.9187], [-2.1103, 5.5292, 0.4799], [-0.5448, 5.2962, 0.2433], [-1.3276, 4.0835, 1.0078], [-0.9866, 5.6293, 1.7676], [4.5601, -3.3445, 1.6075], [3.3576, -2.7067, 0.9023], [2.5405, -1.9334, 1.8046], [1.4011, -2.4035, 2.4120], [0.8944, -1.3834, 3.1463], [1.7454, -0.3324, 3.0438], [2.7328, -0.6674, 2.1940], [1.5758, 0.9571, 3.6867], [5.0732, -4.0473, 0.9504], [4.3166, -3.8320, 2.5513], [5.3881, -2.6658, 1.8274], [2.7433, -3.4918, 0.4657], [3.6465, -2.0310, 0.0962], [1.0546, -3.3988, 2.1927], [0.0158, -1.2790, 3.7609], [3.5704, -0.0546, 1.8992], [0.6850, 1.4335, 3.2715], [2.4323, 1.5986, 3.4986], [1.3650, 0.8402, 4.7485], [1.1553, 0.7885, -0.2535], [0.5148, 1.8800, 0.3764], [-1.0462, 1.6937, 0.6890], [-1.6394, 2.6705, 1.2311], [-1.7057, 0.5043, 0.2260], [-1.0009, -0.5327, -0.3743], [0.4619, -0.3461, -0.6647], [1.0969, -1.1761, -1.3583], [-1.6615, -1.5325, -0.7931], [1.0404, 2.9691, 0.6855], [2.1925, 0.9379, -0.5174], [-2.7536, 0.4562, 0.4824], [0.3401, 6.4213, 3.8666], [0.9376, 5.0827, 3.4532], [1.2177, 5.0928, 2.0755], [-0.8977, 6.5963, 3.1694], [0.9602, 7.2659, 3.5609], [0.2553, 6.4487, 4.9537], [0.1692, 4.3139, 3.5985], [1.7987, 4.9213, 4.1076], [1.1980, 4.1627, 1.7530], [-1.5320, 7.0861, 3.6996], [-3.9071, -1.9638, 2.5923], [-5.1388, -1.1454, 2.9096], [-5.0776, 0.0044, 2.0544], [-3.9167, -3.1518, 3.3982], [-3.0505, -1.3571, 2.9163], [-3.7811, -2.2180, 1.5399], [-5.1339, -0.8234, 3.9506], [-5.9946, -1.7771, 2.6713], [-5.6806, -0.1024, 1.3024], [-3.4181, -3.8301, 2.9356], [1.3783, -3.6961, -5.3756], [1.4686, -3.9679, -3.8851], [0.4531, -3.3601, -3.1487], [0.4379, -4.5784, -5.9641], [2.3114, -3.8871, -5.9172], [1.1311, -2.6466, -5.5741], [2.4606, -3.6612, -3.5365], [1.4279, -5.0515, -3.7340], [0.7727, -2.7120, -2.5095], [0.7272, -4.6959, -6.8714], [-6.5614, -2.1247, -1.3182], [-5.0537, -2.3126, -1.2170], [-4.4307, -1.0395, -1.0773], [-7.0800, -1.7564, -0.0036], [-7.0706, -3.0162, -1.6876], [-6.8172, -1.3242, -2.0147], [-4.7170, -2.7425, -2.1622], [-4.8109, -2.9485, -0.3616], [-3.4750, -1.1429, -0.9217], [-8.0046, -1.5906, -0.2153], [4.3719, 3.2712, -0.4927], [3.4755, 4.4963, -0.8053], [2.2120, 4.1765, -1.3925], [3.8622, 2.5781, 0.6494], [5.4063, 3.5522, -0.2938], [4.3615, 2.6153, -1.3680], [3.9169, 5.2034, -1.5075], [3.1814, 5.0621, 0.0857], [1.7610, 3.5336, -0.8223], [2.9218, 2.8045, 0.6768], [6.0393, -0.6788, -1.8972], [4.5767, -0.2758, -1.9144], [3.7987, -1.3982, -2.3126], [6.4527, -1.3274, -0.6938], [6.7139, 0.1719, -2.0254], [6.2382, -1.4124, -2.6763], [4.3571, 0.4788, -2.6777], [4.1955, 0.0491, -0.9395], [2.9058, -1.2506, -1.9670], [6.3413, -0.7546, 0.0693], [-2.7776, -3.4552, -4.1969], [-2.5549, -1.9340, -4.2723], [-1.2611, -1.5612, -4.7041], [-2.4934, -4.0452, -5.4619], [-3.8426, -3.6222, -4.0210], [-2.1882, -3.9168, -3.4021], [-2.7040, -1.4646, -3.2923], [-3.2616, -1.5169, -4.9908], [-0.6168, -2.0608, -4.1785], [-1.5272, -4.0465, -5.5185]], "atomic_forces_ev_per_a": [[-0.361, -0.151, 1.203], [0.216, 0.249, -0.278], [-0.050, 0.073, -0.122], [0.438, 0.173, -0.077], [-0.131, 0.235, -0.887], [1.007, 2.115, -1.441], [-0.298, -0.169, 0.380], [0.180, -0.095, 0.106], [-0.317, -0.848, 0.429], [-0.551, -0.164, -0.085], [0.765, 0.195, -0.138], [1.184, -0.407, -0.384], [-0.782, 0.899, 0.943], [-0.111, 0.078, -0.389], [-0.560, -0.378, 0.524], [1.274, 0.173, -0.776], [-0.168, -0.536, 0.196], [-0.748, 0.381, -0.119], [-0.459, -0.242, -0.087], [-0.291, -0.144, -0.146], [-0.390, 0.501, 0.052], [-0.199, 0.175, 0.019], [0.201, -0.281, -0.085], [-0.140, 0.067, 0.148], [-0.011, -0.328, -0.071], [-0.127, 0.185, -0.024], [0.129, 0.091, -0.228], [0.057, -0.122, 0.080], [0.442, -0.167, 0.043], [-0.632, 2.570, 1.522], [-1.504, -2.481, -0.390], [0.867, -2.306, -2.170], [-0.544, -0.416, 0.936], [1.217, 3.674, 2.568], [-2.595, -2.258, -1.464], [1.875, -1.207, -1.483], [-0.878, -0.330, 0.582], [1.995, 1.196, 0.727], [0.088, 0.157, 0.342], [0.062, -0.255, -0.168], [-0.224, -0.399, -0.424], [0.445, 0.071, -0.362], [-0.620, 0.650, -0.095], [0.435, 0.084, 0.331], [-0.396, -0.181, 0.427], [0.414, -0.239, 0.082], [-0.395, -0.013, 0.001], [0.056, -0.114, 0.609], [0.204, -0.288, -0.197], [0.009, 0.519, -0.140], [0.074, 0.083, -0.007], [0.810, -0.566, 1.144], [0.153, -0.842, -1.123], [-0.685, -0.030, 0.262], [-0.154, 0.411, -0.237], [0.292, 0.047, -0.342], [-0.323, 0.324, -0.083], [-0.188, -0.073, 0.010], [-0.299, 0.364, 0.247], [0.191, -0.131, -0.142], [-0.052, -0.065, 0.030], [0.396, 0.067, -0.320], [1.272, -0.374, -0.326], [-0.936, 0.233, 0.139], [-0.516, -0.023, -0.055], [0.384, 0.119, 0.659], [-0.204, -0.026, 0.166], [-0.043, 0.204, 0.009], [-0.138, -0.005, -0.085], [0.097, 0.145, 0.094], [-0.380, -0.128, -0.135], [0.374, 0.373, 0.683], [-0.223, 0.735, -0.540], [-0.502, 0.250, 0.461], [0.021, -0.143, -0.875], [0.218, -0.272, 0.207], [0.346, 0.110, -0.092], [0.057, -0.432, 0.152], [-0.068, -0.265, -0.137], [0.026, -0.377, -0.199], [-0.139, 0.126, 0.607], [-0.731, 0.743, -0.236], [-0.574, 0.180, 0.029], [0.243, -0.636, -0.595], [0.159, -0.119, -0.032], [-0.069, 0.157, 0.080], [0.001, -0.018, -0.054], [0.377, -0.212, 0.056], [0.858, -0.075, 0.412], [0.127, 0.399, -0.102], [-0.150, -0.214, 0.248], [0.416, 0.376, 0.684], [-0.522, -0.584, -0.846], [0.007, -0.523, 0.439], [-0.348, -0.651, 0.245], [-0.265, 0.200, -0.356], [-0.165, 0.142, -0.142], [0.493, 0.469, 0.313], [0.486, 0.409, 0.126], [-0.299, -0.073, -0.228], [0.024, 0.293, -0.185], [-0.140, 0.653, -0.807], [0.121, -0.141, 0.480], [0.282, -0.226, -0.299], [0.166, -0.015, 0.619], [0.015, -0.094, 0.173], [0.032, 0.038, 0.084], [-0.449, -0.168, 0.057], [0.031, 0.032, 0.003], [-0.083, -0.008, 0.086], [0.018, -0.168, -0.439]], "charge": 1, "e_tot_ha": -2601.4883, "largest_force_ha_per_bohr": 0.09033, "multiplicity": 1, "gap_ev": 7.16, "de_lowest_ev": 0.0000}